(1)
{"formula": "C28H51BCl2N2O11P", "method": "the ωB97M-V functional and the def2-TZVPD basis", "symbols": ["C", "C", "C", "C", "O", "H", "N", "C", "H", "H", "C", "C", "C", "H", "H", "H", "N", "H", "H", "C", "H", "H", "H", "C", "C", "C", "C", "H", "H", "H", "Cl", "H", "H", "H", "C", "O", "C", "H", "O", "H", "H", "H", "C", "H", "H", "O", "H", "H", "Cl", "C", "C", "C", "C", "H", "H", "O", "H", "C", "H", "H", "H", "H", "H", "H", "H", "H", "H", "O", "H", "H", "C", "H", "C", "H", "O", "H", "H", "H", "C", "H", "C", "C", "H", "C", "O", "H", "O", "O", "C", "H", "H", "H", "P", "B", "H", "O"], "xyz": [[0.25, -2.37, -6.83], [-2.17, 0.08, 4.51], [-4.25, -1.01, 4.27], [2.03, 3.71, 3.71], [-3.03, -1.34, -0.13], [-3.24, 5.14, 3.14], [3.07, -1.92, 4.61], [1.56, 2.51, 3.39], [5.15, -2.35, 4.34], [-6.85, 4.17, 0.68], [5.85, -6.16, -6.87], [-3.01, -0.72, 3.76], [3.14, -3.13, 5.47], [4.30, -4.30, -9.19], [-1.06, 1.43, 3.47], [0.26, -2.56, -7.91], [-4.73, -0.58, 5.43], [-1.12, -0.73, -6.95], [1.59, 5.76, 3.67], [4.62, -5.72, -6.11], [4.75, -5.93, -5.05], [-2.00, 1.16, 6.34], [4.81, -0.85, 5.26], [1.88, 4.99, 2.94], [2.25, -0.54, -4.92], [-3.65, 4.14, 1.31], [-0.10, -0.49, 3.04], [-0.66, -0.42, 2.10], [1.08, 4.95, 2.21], [2.84, 5.32, 2.53], [0.68, 2.46, 1.82], [3.93, -3.03, 6.23], [2.62, -1.52, -4.61], [-5.60, 5.99, 2.80], [3.50, -4.47, -8.47], [0.11, 0.88, 4.96], [-1.06, -0.22, -0.81], [-2.80, 3.42, 3.11], [-0.21, -0.68, -5.15], [6.01, -7.24, -6.75], [-0.71, 0.81, -0.86], [2.08, 1.47, 5.60], [-3.56, 4.15, 2.81], [3.12, 0.88, 3.84], [4.53, -0.88, 3.52], [4.43, -4.30, -6.20], [0.98, -1.46, 6.63], [-0.21, -1.53, 3.41], [2.98, 3.93, 5.18], [-2.90, 1.89, -1.53], [-2.62, 0.53, 5.72], [3.80, -3.69, -7.21], [-0.83, 0.48, 3.99], [2.18, -3.39, 5.91], [-4.48, 3.88, 3.32], [3.54, -2.52, -7.13], [-3.30, 1.51, -3.61], [-6.08, 4.39, 1.42], [3.72, -6.25, -6.43], [-7.33, 5.74, 2.55], [2.88, 0.24, -4.49], [-3.74, 2.56, -1.41], [6.73, -5.63, -6.51], [2.56, -4.10, -8.89], [-6.12, 3.57, 2.15], [-2.17, 2.85, -3.31], [-2.69, -1.09, 2.80], [0.65, -0.01, -3.24], [2.32, -0.45, -6.00], [-2.11, 2.26, -0.87], [-2.47, 1.86, -2.98], [-6.34, 6.52, 1.30], [4.48, -1.49, 4.43], [1.24, -2.60, -6.44], [-3.36, 0.61, -1.08], [0.55, -0.22, -7.03], [-0.75, -0.74, -1.71], [-4.23, 0.55, 7.08], [-2.55, -0.36, -0.63], [-4.91, -1.62, 3.66], [-6.36, 5.73, 2.06], [0.85, -0.36, -4.37], [-0.46, -3.04, -6.36], [-0.12, -0.93, -6.55], [1.85, -1.03, 6.58], [3.37, -5.54, -8.32], [-2.68, 3.99, 0.62], [-4.85, 4.38, 0.72], [-3.88, 0.17, 6.13], [-0.57, -0.67, 0.05], [-1.64, 1.17, -3.14], [5.76, -5.95, -7.94], [1.75, 0.85, 4.35], [2.27, -0.86, 5.23], [3.46, -3.97, 4.83], [1.23, -0.12, 2.97]], "homo_ev": -3.47, "molar_mass_da": 704.4, "lumo_ev": 1.57, "total_charge": -1, "energy_ev": -90376.3919, "orbital_gap_ev": 5.0}

(2)
{"formula": "NO3Sr", "method": "the ωB97M-V functional and the def2-TZVPD basis", "symbols": ["Sr", "N", "O", "O", "O"], "xyz": [[-11.17, 16.89, -19.53], [-9.77, 19.91, -19.08], [-8.78, 20.45, -18.72], [-10.07, 18.78, -18.50], [-10.52, 20.30, -19.94]], "homo_ev": -13.21, "molar_mass_da": 149.6, "lumo_ev": -6.54, "total_charge": 1, "energy_ev": -8457.7983, "orbital_gap_ev": 6.7}

Question: What is the formula in the first record?
Answer: C28H51BCl2N2O11P